This record from the Open Molecules 2025 dataset describes a structure of composition C50H63Cl2N4O5PSScSi. The level of theory is ωB97M-V with the def2-TZVPD basis set.

Orbital gap: 5.1857 eV
Max |F|: 2.0 eV Å⁻¹
Relative energy (zero: lowest compared OMol25 entry of this formula, charge and spin): 120.7 kJ/mol
HOMO: -3.3 eV
Charge: -1

Geometry (Å):
Sc -0.506 0.066 0.349
C -3.468 2.503 1.082
C -2.143 2.820 1.733
C -1.927 4.024 2.380
C -0.671 4.243 2.964
C 0.301 3.278 2.911
C 0.033 2.058 2.222
N -1.192 1.888 1.645
N 0.869 1.032 2.019
Si 2.279 0.751 2.951
C 2.056 0.904 4.811
C 3.720 1.927 2.598
C 2.936 -1.013 2.688
H -4.282 2.605 1.806
H -3.461 1.481 0.709
H -3.671 3.183 0.250
H -2.713 4.768 2.426
H -0.469 5.184 3.468
H 1.284 3.438 3.347
H 1.577 1.848 5.128
H 3.056 0.870 5.262
H 1.477 0.058 5.209
H 3.381 2.891 2.185
H 4.420 1.488 1.875
H 4.272 2.134 3.524
H 2.406 -2.880 1.928
H 3.261 -1.363 3.681
H 3.837 -0.973 2.060
Cl -4.061 4.282 -4.948
C -3.374 3.079 -3.877
C -3.836 1.753 -3.947
C -3.329 0.795 -3.115
Cl -3.921 -0.832 -3.231
C -2.331 1.091 -2.126
O -1.934 0.233 -1.287
C -1.852 2.433 -2.149
C -0.729 2.787 -1.336
O -0.028 2.019 -0.730
C -2.392 3.412 -2.996
H -4.603 1.487 -4.666
H -0.460 3.848 -1.318
H -2.006 4.428 -2.957
C 0.510 -5.077 -1.018
C -0.269 -4.041 -1.842
C 0.076 -4.196 -3.329
C -1.778 -4.269 -1.645
C 0.072 -2.689 -1.358
C 0.289 -1.635 -0.773
H 0.278 -6.092 -1.368
H 0.246 -4.997 0.040
H 1.587 -4.910 -1.113
H -0.274 -5.169 -3.693
H 1.157 -4.134 -3.488
H -0.404 -3.407 -3.918
H -2.049 -5.290 -1.941
H -2.347 -3.561 -2.250
H -2.056 -4.116 -0.597
C -6.288 -1.011 3.727
O -4.919 -1.337 3.908
C -4.085 -0.357 4.303
C -4.541 0.894 4.694
C -3.660 1.835 5.206
C -2.312 1.528 5.327
C -1.854 0.289 4.907
C -2.719 -0.657 4.379
N -2.160 -1.950 4.125
C -2.523 -2.865 3.286
C -3.338 -2.718 2.132
C -4.270 -3.726 1.817
C -5.126 -3.600 0.756
C -5.017 -2.449 -0.062
C -4.059 -1.496 0.168
C -3.150 -1.608 1.258
O -2.110 -0.889 1.387
H -6.765 -1.917 3.366
H -6.411 -0.223 2.981
H -6.757 -0.701 4.663
H -5.597 1.133 4.624
H -4.036 2.803 5.520
H -1.613 2.250 5.730
H -0.798 0.016 4.972
H -1.173 -2.073 4.547
H -2.131 -3.849 3.530
H -4.346 -4.586 2.482
H -5.865 -4.362 0.550
H -5.672 -2.336 -0.923
H -3.927 -0.665 -0.511
C 4.986 2.610 -3.105
C 3.666 2.439 -2.352
C 2.672 3.500 -2.844
C 3.932 2.675 -0.860
P 2.764 0.775 -2.354
C 4.126 -0.398 -1.940
C 5.334 -0.554 -2.633
C 6.269 -1.502 -2.234
C 6.011 -2.321 -1.138
C 4.814 -2.188 -0.447
C 3.878 -1.235 -0.842
C 2.288 0.321 -4.130
C 3.092 0.934 -5.273
C 2.316 -1.212 -4.235
C 0.811 0.763 -4.246
H 5.311 3.656 -3.000
H 4.901 2.397 -4.174
H 5.774 1.983 -2.681
H 3.031 4.501 -2.568
H 1.695 3.353 -2.385
H 2.551 3.476 -3.934
H 4.318 3.692 -0.700
H 4.677 1.968 -0.482
H 3.019 2.554 -0.264
H 5.543 0.051 -3.510
H 7.201 -1.603 -2.783
H 6.737 -3.067 -0.834
H 4.600 -2.828 0.404
H 2.936 -1.150 -0.309
H 4.144 0.623 -5.246
H 3.050 2.029 -5.269
H 2.670 0.589 -6.229
H 3.334 -1.594 -4.336
H 1.741 -1.526 -5.119
H 1.861 -1.675 -3.353
H 0.707 1.856 -4.170
H 0.211 0.310 -3.447
H 0.394 0.448 -5.215
O 0.586 -2.378 4.332
S 0.443 -2.123 2.756
N 1.986 -1.968 2.066